C57H146BeN2O18 as an isolated structure in a non-equilibrium geometry. Source: the OMol25 dataset; level of theory: wB97M-V/def2-TZVPD.

The geometry in ORCA input format:
```
! wB97M-V def2-TZVPD RIJCOSX def2/J DEFGRID3
* xyz 0 1
H -6.363 4.754 -5.949
H -0.554 -5.715 5.327
H -7.817 10.506 0.906
H 5.003 3.224 0.268
C 13.228 -1.412 2.230
H -7.616 -2.763 -2.516
O 7.350 -2.057 -7.307
O 5.397 3.285 2.772
H -5.335 -8.514 1.061
H -0.214 -2.060 0.557
C -8.566 -0.982 -1.857
C 12.027 -0.603 2.792
H -5.779 -5.269 10.253
C 5.948 3.707 0.516
H -5.710 9.876 0.413
C -6.362 -6.768 7.701
H -4.353 -4.628 5.116
H 6.479 7.123 -7.970
C 4.669 4.906 -5.963
O 10.440 -4.820 -4.144
H 4.074 -2.010 -7.777
H -0.563 3.489 0.145
H 3.837 -9.372 3.454
C -3.209 -8.672 0.851
C 5.965 -2.244 -6.955
C 4.966 5.779 -7.195
H -6.289 4.747 -3.400
H 0.395 -2.816 -0.904
H -5.110 5.309 6.573
H -6.662 3.862 3.437
H 2.180 3.549 7.891
H 10.727 -6.299 -1.296
H -0.001 2.726 -10.275
H -0.918 2.283 -1.987
O -5.717 7.750 -4.739
H 4.696 2.873 2.262
H -1.514 2.974 -12.793
H -0.308 2.606 1.667
H 4.291 8.752 4.673
C -7.064 3.375 4.326
C -6.357 6.505 -4.680
O -7.745 10.516 1.863
O 3.454 10.116 5.841
C -5.892 5.736 -5.920
H 5.839 -1.864 -5.941
H 10.718 -0.629 0.954
H 1.507 9.639 4.324
H 2.837 -9.106 1.369
C -5.483 9.809 1.477
C -2.724 -6.658 9.084
C 0.009 0.493 -2.580
H 2.890 -2.142 -1.019
H -8.051 3.579 6.707
H -4.816 5.559 -5.909
C 9.012 -4.348 -2.330
H -7.165 8.530 1.758
O 0.859 2.191 8.559
C 4.999 -8.552 1.216
C 0.300 3.906 -12.085
C 5.063 -1.575 -7.916
H -1.762 4.142 -11.475
C -4.610 -8.458 0.249
C 0.048 -1.872 -0.484
H 2.505 -1.885 0.708
C 1.138 -0.785 -0.548
H 8.934 -4.505 -1.254
H -6.610 2.385 4.355
H -4.223 -3.055 5.807
H 13.642 -1.122 1.264
H 1.614 3.924 10.243
H -6.469 6.342 -2.615
C -6.071 -5.836 6.612
Be 1.830 -2.135 6.442
C -4.590 -7.109 -0.563
H -7.004 -6.203 8.376
H 11.190 -4.014 -2.484
H 1.762 8.007 3.940
H -0.098 4.414 9.728
H -3.168 -2.655 -8.357
H 5.292 -1.584 -8.981
H -0.910 -0.094 -2.583
H -4.200 -9.495 -1.276
C 3.573 -8.435 1.811
C -5.199 -3.243 -8.712
H -4.245 -4.531 10.564
O -4.946 -9.458 -0.673
C 0.626 2.720 -11.167
H -3.338 -9.356 1.690
H 12.250 0.459 2.688
H 5.636 -7.693 1.427
H -5.698 -3.554 5.086
H 1.304 5.342 9.323
H -6.578 -4.242 8.689
H 3.378 -0.719 -0.209
H -4.507 -6.237 11.008
H -5.501 -6.477 5.939
C -1.214 3.944 -12.397
C 1.136 3.467 8.196
H -4.904 5.825 -3.255
H 5.947 7.403 -6.302
C -0.249 1.332 -0.140
H 5.619 -9.339 1.646
H -9.787 -3.574 -3.311
H -1.463 4.778 -13.053
C 10.772 -0.929 2.001
H -5.041 10.721 1.879
H -5.099 5.411 4.815
H -2.591 -9.217 0.138
H -9.551 -0.688 -1.496
H -8.277 -0.360 -2.704
H 1.183 -1.208 -2.663
H 10.624 -2.007 2.063
H -5.959 -1.372 -7.738
H -7.438 6.644 -4.673
C -4.895 -3.910 5.731
H 2.243 0.057 -2.323
N 0.746 0.352 0.312
H -6.770 9.480 3.218
H -4.562 3.884 5.557
C -5.299 -4.568 7.085
H 14.103 -1.259 2.862
C -6.332 -3.645 7.812
C 6.178 6.636 -7.042
C -4.708 -5.469 10.260
H -8.838 -3.006 -1.338
H 12.769 -1.246 4.511
H 0.243 0.918 -3.556
H -2.322 -7.090 8.167
C 5.869 4.210 1.900
H 3.236 8.106 5.911
O -3.177 -3.844 8.079
H -5.571 -3.810 -10.532
C 1.250 -0.305 -2.057
C -8.616 -2.432 -2.238
O 3.581 -8.486 3.187
H 5.900 -3.330 -7.024
H 8.736 -3.315 -2.539
H -4.771 8.988 1.561
H -6.044 -3.830 -8.354
H 0.822 2.303 -1.764
O 0.836 0.085 1.713
C 7.209 4.674 2.542
O -7.093 3.512 6.693
H 0.568 -6.273 4.479
O 11.948 -0.888 4.165
H 10.108 -6.866 -2.893
H -0.819 -1.557 -1.064
C 0.957 4.319 9.469
H -4.063 -3.005 -6.881
H 5.515 4.235 -5.813
H -4.414 -6.268 0.108
C -5.239 4.733 5.657
C 2.305 8.943 4.064
H -3.510 -4.353 -7.872
H -2.399 1.779 -0.073
H -2.054 0.079 -0.473
H 0.836 3.871 -13.033
H -6.682 -1.795 -9.289
C -0.070 1.687 -1.650
H 3.371 6.247 -8.139
H -2.691 -7.759 1.146
H 5.137 5.118 -8.045
H 7.106 4.972 3.586
H -3.777 -7.040 -1.286
H 4.588 5.507 -5.057
H 11.360 -4.984 -4.364
H 1.050 2.834 0.635
H -6.040 6.372 -6.792
C -1.741 0.933 0.127
O -4.788 -3.612 -10.013
C -5.757 -1.815 -8.713
C -3.894 -3.333 -7.907
H 1.660 2.667 -10.827
C 3.338 8.907 5.179
O 0.254 -5.463 4.881
C 10.755 -6.157 -2.377
O 0.627 5.105 -11.465
H 6.153 4.509 -0.194
C -5.981 5.792 -3.419
H 12.979 -2.473 2.256
H 7.025 6.031 -6.717
N -4.081 -4.961 7.851
H 0.511 5.814 -12.101
H 7.905 3.838 2.617
H 5.105 -8.570 0.132
H -7.176 -3.497 7.137
C -0.027 2.665 0.615
H 0.464 1.798 -11.726
H 6.692 2.913 0.450
H -2.837 -7.521 9.740
H 3.753 4.337 -6.121
H -4.998 -1.151 -9.127
H 7.723 5.383 1.893
C 2.547 -1.421 -0.278
H 5.102 -0.534 -7.596
H 9.933 -0.414 2.469
H -5.941 -2.703 8.198
H 0.479 3.785 7.387
H 3.486 10.760 5.130
C -4.194 -6.030 8.917
H -7.809 -0.759 -1.105
C -6.719 4.235 5.552
H -4.537 -8.003 8.004
H 8.295 -5.039 -2.774
O -9.543 -2.645 -3.309
H -8.137 3.289 4.156
H -5.532 -7.680 9.380
H -6.952 -5.536 6.044
H -1.920 -6.024 9.459
H 3.180 -7.435 1.624
H -4.786 7.522 -4.797
C -5.125 -7.219 8.480
O 3.795 6.595 -7.352
H 11.777 -6.372 -2.689
H 5.165 5.042 1.920
H -5.517 -6.908 -1.100
C 10.406 -4.715 -2.769
H 7.856 -2.609 -6.706
H -6.864 -7.665 7.338
H 2.632 9.388 3.124
H -0.046 2.184 8.879
C -6.796 9.487 2.128
H -7.320 5.144 5.551
H -1.998 0.601 1.133
*
```

The molar mass is 1156.80 Da. The LUMO energy is -3.76 eV. The energy above the lowest of the compared OMol25 structures with the same formula, charge and spin comes out at 874.4 kJ/mol. Its HOMO-LUMO gap is 1.499 eV.